(1)
# C6H17NO2Si

An isolated molecule of C6H17NO2Si (ωB97M-V with the def2-TZVPD basis set, OMol25).

Positions of all 27 atoms, in Å:
C (-1.844, -2.758, 1.033)
O (-0.671, -2.374, 0.273)
Si (-0.025, -0.884, 0.684)
C (1.809, -1.494, 0.988)
C (-0.208, 0.048, -0.931)
C (1.013, 0.951, -1.203)
C (0.780, 2.073, -2.212)
N (1.780, 3.077, -2.419)
O (-0.646, 0.008, 1.964)
C (-1.879, 0.528, 2.236)
H (-2.522, -3.328, 0.335)
H (-1.584, -3.391, 1.874)
H (-2.548, -1.972, 1.288)
H (1.761, -2.228, 1.807)
H (2.373, -0.639, 1.254)
H (2.146, -1.926, 0.050)
H (-0.298, -0.702, -1.750)
H (-1.124, 0.681, -0.935)
H (1.335, 1.454, -0.303)
H (1.851, 0.459, -1.544)
H (0.569, 1.675, -3.195)
H (-0.141, 2.587, -1.989)
H (2.641, 2.520, -2.659)
H (1.963, 3.617, -1.538)
H (-1.625, 1.445, 2.828)
H (-2.497, 0.789, 1.299)
H (-2.409, -0.217, 2.764)

Forces on the atoms, in the same order (eV/Å):
-0.7434 -1.1891 -2.1938
-1.7569 0.4529 1.7251
1.3520 -0.6844 -0.5682
-2.4985 0.5083 0.2542
0.2533 0.4096 -0.5054
-1.5937 1.7919 0.3853
-1.5831 -0.1154 -0.3912
2.1901 -0.2341 0.8102
2.5932 -2.0058 -1.6715
-0.6624 2.1105 -1.0588
0.9239 -0.0333 0.5990
-0.0065 0.0931 0.2178
0.4955 0.6905 0.5133
0.2574 0.2103 -0.3792
1.0660 0.6380 0.3553
0.0728 -0.1349 0.0365
-0.1291 0.4551 0.5611
0.4252 -0.4319 -0.0217
0.0617 0.1623 0.6615
1.8294 -1.7310 -0.6141
0.0082 -0.5470 -0.3518
-0.5464 0.2462 0.4497
-0.6998 1.3324 0.4172
-0.0255 -0.8381 -1.1251
-1.1252 -0.6509 -0.3338
0.8985 -0.1246 1.1994
-1.0567 -0.3806 1.0290

Values from the calculation:
**2S+1**: 1
**Structure (SMILES)**: CO[Si](C)(CCCN)OC

Atom charges from the Löwdin analysis, given in e for atoms 1 to 5: atom 1 (C): -0.130, atom 2 (O): -0.248, atom 3 (Si): 0.448, atom 4 (C): -0.115, atom 5 (C): -0.200

(2)
# C6H17NO3

A cluster of 4 separate species, C6H17NO3 in total (ωB97M-V with the def2-TZVPD basis set, OMol25).

Positions of all 27 atoms, in Å:
C (-1.593, 2.436, -0.487)
C (-1.317, 1.511, 0.445)
C (-0.513, 0.381, 0.028)
C (0.748, 0.293, -0.637)
N (1.492, 1.437, -0.872)
C (-0.929, -0.981, 0.429)
C (-0.320, -1.517, 1.665)
H (-2.004, 3.340, -0.281)
H (-1.413, 2.271, -1.554)
H (-1.696, 1.586, 1.537)
H (1.118, -0.619, -0.940)
H (2.310, 1.351, -1.405)
H (1.079, 2.327, -0.512)
H (-2.086, -1.021, 0.548)
H (-0.835, -1.770, -0.396)
H (-0.795, -0.860, 2.463)
H (0.771, -1.420, 1.678)
H (-0.398, -2.508, 1.743)
O (-0.668, -2.713, -2.688)
H (-0.591, -2.487, -1.679)
H (-1.452, -2.300, -2.971)
O (2.562, -1.517, -1.975)
H (3.053, -1.881, -1.141)
H (1.813, -2.203, -2.208)
O (0.222, 2.334, 3.086)
H (0.669, 2.826, 2.483)
H (0.775, 1.702, 3.641)

Forces on the atoms, in the same order (eV/Å):
0.8597 -1.9601 -0.4381
-0.0806 0.7868 0.4703
3.4043 -2.3578 -1.6621
-4.2841 4.8882 2.4673
-1.8026 -0.1182 1.1114
-3.3269 -1.8171 -1.5044
0.7226 4.3002 1.1563
-1.5876 2.4765 0.8379
0.4369 -0.1444 0.4578
0.8423 0.0195 -1.9499
0.8177 -1.4593 -0.4138
0.9632 0.4253 -0.6088
1.0003 -1.2744 -0.9218
1.6484 0.1386 0.0003
0.2770 1.2154 0.8913
0.9748 -1.3895 -0.1999
-0.0205 0.7359 -0.0290
-1.3368 -3.9518 0.9041
2.1719 -0.4643 3.2250
-0.4566 -0.5956 -3.0064
-1.5804 0.9424 -0.4848
-0.4300 -2.9062 1.3421
-1.5131 0.7250 -2.4107
2.2733 1.8046 0.6899
-1.9375 -3.5059 4.2067
2.6480 1.7921 -2.4770
-0.6839 1.6941 -1.6537

Values from the calculation:
**2S+1**: 1
**Structure (SMILES)**: C=C/C(=C\N)CC.O.O.O

Atom charges from the Löwdin analysis, given in e for atoms 1 to 5: atom 1 (C): 0.003, atom 2 (C): -0.163, atom 3 (C): -0.285, atom 4 (C): -0.110, atom 5 (N): 0.077

(3)
# C6H17NO3Rb

A structure of composition C6H17NO3Rb (ωB97M-V with the def2-TZVPD basis set, OMol25).

Positions of all 28 atoms, in Å:
Rb (0.092, 4.583, 2.368)
C (2.159, -3.169, 0.874)
O (1.593, -2.105, 1.508)
C (2.007, -0.818, 0.928)
C (1.420, -0.527, -0.453)
N (-0.015, -0.516, -0.464)
C (-0.676, -0.282, -1.755)
C (-2.242, -0.587, -1.602)
O (-2.390, -1.997, -1.726)
C (-3.762, -2.321, -1.590)
H (3.227, -2.991, 0.749)
H (1.799, -3.231, -0.153)
H (2.071, -4.154, 1.333)
H (3.081, -0.632, 0.917)
H (1.668, -0.010, 1.576)
H (1.797, -1.289, -1.135)
H (1.859, 0.417, -0.773)
H (-0.413, -1.348, -0.054)
H (-0.236, -0.994, -2.453)
H (-0.430, 0.662, -2.242)
H (-2.808, 0.015, -2.313)
H (-2.578, -0.278, -0.612)
H (-4.080, -1.873, -0.649)
H (-3.876, -3.396, -1.445)
H (-4.459, -2.062, -2.388)
O (1.708, 9.248, 3.805)
H (2.244, 9.867, 3.309)
H (1.240, 9.791, 4.440)

Forces on the atoms, in the same order (eV/Å):
0.0197 0.0104 0.0132
1.5520 -0.8029 -1.9654
-0.4129 2.8713 0.7994
-1.0062 -0.2187 0.3467
0.4636 -1.0602 0.1062
-0.8973 1.4495 0.3900
-0.7273 -1.3129 0.3510
2.5266 0.1842 -0.2452
-0.6433 0.7812 -0.7805
-0.0589 -0.7989 1.1840
0.4560 -0.1412 0.1134
-0.2855 -0.4056 -0.2136
-0.5658 0.4149 0.5147
0.3693 -0.8745 -0.1691
-0.5312 -0.3950 0.4745
0.2993 -0.1166 -0.4322
-0.2344 0.2354 -0.1140
0.2296 -0.1752 0.0774
-0.4397 -0.4196 -0.4970
-0.2739 0.5120 0.6667
-0.1482 -0.3647 -0.4348
0.0760 0.0949 0.2851
-0.5381 0.1497 0.0405
0.3612 -0.0664 -0.1275
0.4429 0.5267 -0.3566
-0.0964 -0.3771 -0.0933
0.1809 0.1573 -0.1382
-0.1181 0.1419 0.2046

Values from the calculation:
**2S+1**: 1
**Charge**: +1

Atom charges from the Löwdin analysis, given in e for atoms 1 to 5: atom 1 (Rb): 0.958, atom 2 (C): -0.158, atom 3 (O): -0.170, atom 4 (C): -0.178, atom 5 (C): -0.245

How do the records compare in LUMO? In the order shown, they have 0.82, 0.54, -4.26 eV.
How do the records compare in E_HOMO? In the order shown, they have -9.11, -7.10, -10.76 eV.
How do the records compare in energy relative to the best compared isomer or geometry (same formula, charge and spin)? In the order shown, they have 0.0769, 4.6505, 2.3019 eV.